Entry 1:
The following is a DFT calculation (ωB97M-V with the def2-TZVPD basis set) of a structure of composition C53H62NO8Re.

The HOMO energy (spin up / spin down) comes out at -10.71 / -10.37 eV. Its total charge is +1. As for the energy relative to the best compared isomer or geometry (same formula, charge and spin): 0.0 kcal/mol. The multiplicity is 2. The value obtained for the LUMO energy (spin up / spin down) is -4.2466 / -3.5847 eV. The value obtained for the HOMO-LUMO gap (spin up / spin down) is 6.47 / 6.79 eV. As for the energy: -2791.46575 Eh. The calculation puts the max |F| at 0.008 hartree/bohr.

Each line ends with the Mulliken spin population.
Geometry (Å):
Re -0.97956 -0.23075 0.00991  0.720
O -1.00802 -0.02820 2.14622  0.061
O 6.34992 1.19581 0.74502  0.000
O 7.10717 0.29065 -1.05404  0.000
O -3.13149 -2.28585 -0.07607  0.000
O 0.50115 -1.40791 0.43341  0.077
O -0.10637 0.09742 -1.67899  0.055
O 0.75152 0.59888 -3.62868  0.027
O -2.81425 0.34786 0.39306  0.049
N 6.21548 0.70953 -0.35614  0.000
C -0.84908 -1.70945 -6.02914  -0.002
C -0.90292 -2.25215 -3.56173  -0.008
C 0.72676 -2.00641 2.74195  0.014
C -0.51595 -3.90477 3.62369  0.000
C 1.22454 -2.47694 -4.88107  -0.007
C 3.80662 1.04973 -0.07405  -0.007
C -1.69296 2.72365 1.57657  -0.024
C -0.53034 -2.99934 -2.43738  0.023
C 0.66630 3.24529 2.25239  0.011
C -1.86435 -1.27050 -3.38521  -0.005
C -0.98261 -4.79344 4.77109  0.000
C 1.69072 -0.87083 2.97882  -0.002
C 2.51213 0.96363 -0.55519  -0.003
C -0.30281 -2.60109 -4.91724  -0.023
C -0.32858 2.30011 2.07124  0.017
C 0.34588 -2.82351 3.79967  0.000
C 1.93911 2.90341 2.70990  -0.006
C 4.64690 0.15764 -2.17039  0.000
C -2.57766 -1.10667 -2.20088  0.033
C -2.51499 -4.77433 4.82858  0.000
C -0.44285 -4.32349 6.12141  0.000
C -1.87613 2.55199 0.08230  -0.002
C -2.51785 1.40919 -0.41731  0.040
C 0.91732 0.41889 -2.44462  0.024
C 1.24836 0.55654 2.74809  -0.014
C -0.28732 3.83383 -4.16777  0.000
C 0.23945 -2.28780 1.46952  0.022
C 2.28155 0.48496 -1.83832  -0.018
C -2.84728 1.28501 -1.77737  0.013
C -0.66957 -4.06093 -5.23052  -0.007
C 4.83928 0.63173 -0.88806  0.001
C -0.50121 -6.22775 4.52501  0.000
C -1.30426 4.45269 -3.20126  -0.001
C -0.93741 -4.17698 2.32557  0.003
C -2.43252 2.26179 -2.65083  0.007
C -0.55805 -3.40309 1.23811  0.010
C -2.53799 4.92459 -3.98255  -0.002
C -0.86906 -3.88570 -0.15484  -0.016
C 4.38128 3.44588 3.14850  -0.001
C -4.49792 -2.49076 -0.41722  0.006
C -0.01398 0.96069 2.33755  -0.029
C 2.19850 1.55837 2.94270  0.004
C -1.18032 -2.88912 -1.23457  -0.033
C -0.66397 5.66549 -2.52999  0.000
C -1.47177 3.51659 -0.82859  0.016
C -3.57994 0.02944 -2.18376  0.005
C 2.96485 3.99864 2.98903  -0.001
C 3.34923 0.10596 -2.64913  -0.001
C 2.55599 4.69289 4.29533  -0.001
C 2.96823 5.02253 1.84604  -0.001
C -2.02746 -0.21836 3.15751  0.008
C -2.25683 -1.94959 -1.09015  -0.021
C -1.72950 3.38859 -2.19451  0.000
H -3.99011 0.15663 -3.18677  -0.004
H 0.64573 -4.35635 6.15905  0.000
H -0.81648 -4.97777 6.90786  0.000
H -2.65645 2.15908 -3.70220  -0.004
H -1.57056 -5.03384 2.13609  0.000
H 2.57174 -1.01800 2.34393  -0.002
H 0.42778 4.28024 2.05289  0.000
H -4.59576 -2.87788 -1.43370  0.002
H -1.74777 -4.21662 -5.20263  0.000
H 3.24132 5.51209 4.50863  0.000
H -0.80855 -6.87119 5.34826  0.000
H 2.05443 -0.93826 4.00767  0.000
H -0.46829 -2.05752 -6.98853  0.000
H -2.47976 2.16943 2.08813  0.002
H 4.02067 1.43268 0.91140  -0.001
H -2.95525 4.13426 -4.60280  0.000
H 2.06646 5.63295 1.83615  0.000
H -2.86730 -5.40890 5.64074  0.000
H -2.95868 -5.14179 3.90451  0.000
H 2.58522 3.99798 5.13395  0.000
H -1.83140 3.77810 1.82003  0.001
H -0.52910 -0.67502 -5.90482  0.000
H -2.11747 -0.62385 -4.21136  -0.004
H 0.25339 -3.73821 -2.52469  -0.008
H -0.68974 2.96640 -4.68672  0.000
H 3.06496 4.53548 0.87575  0.000
H -4.40730 -0.14876 -1.50287  -0.004
H 1.53431 -1.45575 -4.67222  0.001
H 1.62615 -2.77213 -5.84998  0.000
H 1.65900 -3.13731 -4.13033  0.000
H -5.07187 -1.57013 -0.30732  0.000
H 5.06509 4.27153 3.34175  0.000
H -0.39017 6.39259 -3.29328  0.000
H -2.98826 0.06601 2.73730  0.001
H 0.00518 -4.44468 -0.49977  -0.004
H -1.34570 6.15774 -1.83682  0.000
H -1.76317 0.39781 4.01492  -0.001
H -0.97080 4.39639 -0.45557  -0.002
H 3.17995 1.24988 3.27233  -0.002
H -1.68935 -4.60819 -0.10003  0.000
H 3.81270 5.70074 1.96457  0.000
H 0.00139 4.57625 -4.91190  0.000
H -0.31850 -4.31282 -6.23061  0.000
H 5.49198 -0.14707 -2.76727  0.000
H -4.87760 -3.22676 0.28829  0.001
H -0.76524 -3.30887 6.35625  0.000
H 0.58495 -6.26812 4.44813  0.000
H -0.91919 -6.63925 3.60729  0.000
H 0.73281 -2.58868 4.78004  0.000
H -0.20602 -4.75761 -4.53541  0.000
H -1.93753 -1.73686 -6.07620  0.000
H 3.14943 -0.22910 -3.65578  -0.001
H 1.69616 1.30247 0.06706  0.019
H -2.88739 -3.76446 5.00415  0.000
H -2.25832 5.74449 -4.64289  0.000
H 0.61099 3.51196 -3.64375  -0.001
H -3.32013 5.28176 -3.31330  0.000
H 0.24699 5.39958 -1.99383  0.000
H 1.54843 5.10247 4.22698  0.000
H 4.73187 2.93419 2.25116  0.001
H 4.46808 2.76272 3.99130  0.000
H -2.00104 -1.27637 3.41624  -0.003

Atoms 1-3, force components in eV/Å:
Re 0.333 0.222 -0.044
O 0.117 0.286 -0.071
O 0.159 0.090 0.303

---

Entry 2:
The following is a DFT calculation (ωB97M-V with the def2-TZVPD basis set) of a structure of composition C29H47BrEuN2OP2 at a distorted geometry.

The HOMO energy (spin up / spin down) comes out at -11.77 / -11.77 eV. Its total charge is +2. As for the energy relative to the best compared isomer or geometry (same formula, charge and spin): 0.0 kcal/mol. The multiplicity is 8. The value obtained for the LUMO energy (spin up / spin down) is -7.2356 / -7.2305 eV. The value obtained for the HOMO-LUMO gap (spin up / spin down) is 4.53 / 4.54 eV. As for the energy: -5284.46929 Eh. The calculation puts the max |F| at 0.091 hartree/bohr.

Each line ends with the Mulliken spin population.
Geometry (Å):
Eu -2.35107 2.76604 -1.70814  6.976
Br -0.96033 0.16582 -0.87457  -0.005
P -2.61313 -2.64582 -3.64776  0.000
P 2.98881 -1.10196 -1.96321  0.001
O -1.37552 3.27312 0.32841  -0.005
N -1.27960 6.75180 -6.83790  0.000
N -1.04722 2.13061 2.25998  -0.001
C -2.48116 1.97579 2.35902  0.001
C 4.02661 -0.66451 -4.49600  0.000
C 5.53897 -1.45696 -0.91558  0.000
C -0.67460 3.45440 -3.16538  0.005
C -0.62671 -4.46048 -4.05779  0.000
C -2.81585 -1.05979 -4.51196  0.000
C -1.94779 4.73797 -5.75868  0.000
C 3.59464 -1.76918 -3.52266  -0.001
C -0.80653 -2.97004 -3.72845  0.000
C -4.42262 -3.17929 -1.70494  0.000
C -3.14760 -1.41362 -5.97510  0.000
C 2.04284 -2.07117 -0.77726  0.000
C -0.20729 1.48681 3.26546  0.000
C 1.40510 2.64170 -2.20017  0.007
C 1.03063 0.15730 -3.44640  0.001
C 0.91207 2.80224 1.01023  0.002
C 0.29884 2.44357 -3.05962  0.008
C -1.47533 6.70246 -4.45283  0.001
C -1.47910 4.40803 -3.37737  -0.009
C 0.17638 1.20956 -3.73759  0.006
C -0.56106 2.76566 1.17413  -0.006
C 1.95168 0.30434 -2.39750  0.010
C 2.37459 -3.55248 -0.63693  0.000
C 4.43999 -0.43265 -1.13716  0.000
C -3.04420 -2.51155 -1.88876  -0.002
C -1.71068 5.32700 -4.50548  0.009
C 2.21092 1.57673 -1.85445  -0.001
C -1.20772 7.37217 -5.66013  0.000
C -1.64202 5.47458 -6.91467  0.000
H -0.34170 -2.69613 -2.76680  -0.001
H -1.03282 -5.09177 -3.25676  0.000
H 4.46277 -2.39005 -3.24488  0.000
H -2.68489 1.72858 3.40656  0.000
H -2.24603 3.69928 -5.84840  0.002
H -2.27295 -1.82285 -6.49600  0.000
H 4.94473 -0.15908 -4.16480  0.000
H -2.83156 1.16747 1.70032  -0.001
H 3.45782 -3.70013 -0.54622  0.000
H -0.92056 8.43893 -5.66779  0.000
H -0.88165 1.18921 4.07577  0.000
H 1.98601 -4.15562 -1.46498  0.000
H 1.55330 3.63745 -1.77762  0.000
H 0.31036 0.60938 2.87755  0.000
H -1.68912 4.99545 -7.90445  0.000
H 0.52967 2.19327 3.66282  0.000
H -5.21054 -2.63924 -2.23950  0.000
H -0.62608 1.09997 -4.47367  0.001
H -0.37024 -2.33152 -4.50844  0.000
H 2.23648 -1.58460 0.19325  0.000
H 5.85315 -1.92068 -1.85170  0.000
H -1.15892 -4.73073 -4.98267  0.000
H 1.31730 1.76954 1.03743  0.000
H -4.42013 -4.20209 -2.10139  0.000
H 3.26302 0.11074 -4.64547  0.000
H 1.90731 -3.91224 0.28914  0.000
H 2.82456 -2.44197 -3.93671  0.000
H 6.42267 -0.95112 -0.50542  0.000
H 4.81166 0.39578 -1.75644  0.000
H 1.38050 3.39148 1.82072  0.000
H 3.04216 1.73103 -1.14997  0.000
H -2.97530 2.90926 2.06927  0.001
H 0.43151 -4.72129 -4.18867  0.000
H 5.23455 -2.23645 -0.21364  0.000
H -3.48715 -0.53241 -6.52194  0.000
H -2.99416 -1.45561 -1.57466  0.001
H -2.26264 -3.02430 -1.30720  0.000
H -1.89927 -0.45805 -4.40934  0.002
H 0.97357 -1.87365 -0.99506  -0.002
H -1.43598 7.24753 -3.50600  0.000
H 4.05515 -0.02800 -0.19746  0.000
H -4.70611 -3.23923 -0.64944  0.000
H 4.24624 -1.09820 -5.47883  0.000
H 0.99255 -0.78092 -4.01745  -0.001
H 1.15022 3.26040 0.05100  -0.001
H -3.94040 -2.17300 -6.03111  0.000
H -3.64549 -0.52048 -4.03224  -0.001

Atoms 1-3, force components in eV/Å:
Eu -1.598 -2.241 2.858
Br -0.646 0.567 0.219
P -0.407 -1.417 -0.672

---

multiplicity of number 2 (C29H47BrEuN2OP2)? 8

---

Look up the energy of the first one. -2791.46575 Eh

---

energy of number 1 (C53H62NO8Re)? -2791.46575 Eh

---

Which of these has the lowest energy? C29H47BrEuN2OP2